The following is a quantum chemistry calculation of a structure of composition C5H10O in a non-equilibrium geometry, from the Open Molecules 2025 dataset.

The geometry in XYZ format:
```
16
Properties=species:S:1:pos:R:3:forces:R:3
C -1.560 -0.996 1.135 0.2 0.1 -0.1
C -0.401 0.046 1.238 0.5 0.1 -0.1
C -0.015 0.626 -0.153 0.6 -0.1 -0.4
C 1.640 0.965 -1.051 0.0 0.7 0.7
C 0.186 -0.412 -1.132 -0.9 -0.6 -0.4
O 0.676 -1.499 -0.867 -0.5 -0.3 -0.3
H -1.294 -1.790 0.433 -0.1 0.1 0.1
H -1.719 -1.473 2.113 0.1 0.3 -0.2
H -2.526 -0.571 0.832 0.3 0.1 0.0
H -0.703 0.817 1.961 0.4 0.0 -0.3
H 0.457 -0.496 1.627 0.1 0.1 0.2
H -0.574 1.531 -0.411 0.1 -0.5 -0.3
H 2.413 0.918 -0.295 -0.1 0.3 0.3
H 2.027 0.335 -1.889 -0.9 0.1 0.9
H 1.472 1.943 -1.492 0.1 0.2 0.4
H -0.141 -0.079 -2.129 0.0 -0.5 -0.5
```
Positions in Å, forces in eV/Å.

Computed properties:
- ΔE to the lowest compared entry with this formula, charge and spin: 276.03 kJ/mol
- E_tot: -7391.9045 eV
- Max |F|: 1.3 eV/Å
- Multiplicity: 1